i) This record from the OMol25 dataset describes one molecule with the formula C3H3NO. The level of theory is wB97M-V/def2-TZVPD.

Positions of all 8 atoms, in Å:
C: -0.32 -0.06 1.15
C: 0.08 0.70 0.05
C: 0.36 -0.40 -1.23
N: -0.54 -1.17 -1.01
O: 0.08 1.89 -0.17
H: -0.80 0.41 2.00
H: 0.07 -1.06 1.26
H: 1.07 -0.31 -2.05

Results
E_LUMO (spin up / spin down): -0.9 / -1.6 eV
HOMO-LUMO gap (spin up / spin down): 8.8124 / 7.3690 eV

---

ii) This record from the OMol25 dataset describes one molecule with the formula C3H3NO. The level of theory is wB97M-V/def2-TZVPD.

Positions of all 8 atoms, in Å:
C: 0.34 -1.24 -0.54
C: -0.99 0.90 -0.11
C: 0.51 0.12 -0.37
N: -1.60 0.73 -1.10
O: 0.08 -0.52 -1.66
H: -0.21 -2.17 -0.15
H: -1.24 1.03 0.88
H: 1.33 0.68 -0.29

Results
E_LUMO (spin up / spin down): 0.1 / -0.1 eV
HOMO-LUMO gap (spin up / spin down): 9.0588 / 8.1962 eV

---

Stability, descending: i), ii)

---

i) This record from the OMol25 dataset describes C4H13N3O2 as an isolated structure. The level of theory is wB97M-V/def2-TZVPD.

Positions of all 22 atoms, in Å:
C: 1.88 0.43 1.04
C: 0.43 0.39 0.54
N: 0.15 1.50 -0.34
O: 2.09 1.56 1.85
O: -0.43 0.26 1.56
H: 1.40 1.55 2.53
H: 0.83 2.25 -0.24
H: -0.77 1.88 -0.16
H: 2.57 0.51 0.20
H: 2.08 -0.50 1.59
C: -2.32 -0.58 -0.84
C: 0.40 -1.11 -0.54
N: -2.56 -0.53 0.41
N: 0.61 -0.84 -1.95
H: 1.59 -0.95 -2.21
H: -1.54 -0.14 1.19
H: -3.18 -1.24 0.79
H: 0.38 0.13 -2.15
H: -1.77 0.23 -1.30
H: -2.73 -1.33 -1.51
H: -0.39 -1.85 -0.37
H: 1.27 -1.61 -0.10

Results
E_LUMO: 0.1 eV
HOMO-LUMO gap: 8.2938 eV

---

ii) This record from the OMol25 dataset describes a 2-piece molecular cluster, C4H13N3O2 overall. The level of theory is wB97M-V/def2-TZVPD.

Positions of all 22 atoms, in Å:
C: 1.10 -2.54 0.30
C: 0.76 -1.02 0.09
N: 1.88 -0.18 0.48
C: -0.56 -0.57 0.79
N: -1.63 -0.16 -0.08
C: -1.79 1.21 -0.27
N: -2.11 1.54 -1.60
O: -1.83 2.03 0.60
H: 1.61 -2.85 -0.65
H: 1.71 -2.68 1.18
H: 0.20 -3.14 0.45
H: 0.57 -0.97 -0.99
H: 2.37 -0.55 1.28
H: 2.55 -0.12 -0.28
H: -0.45 0.16 1.60
H: -0.95 -1.44 1.37
H: -1.81 -0.78 -0.86
H: -2.21 2.51 -1.84
H: -2.51 0.93 -2.28
O: 1.18 3.25 0.27
H: 1.58 2.42 0.54
H: 0.33 2.96 -0.08

Results
E_LUMO: 0.7 eV
HOMO-LUMO gap: 10.0242 eV

---

iii) This record from the OMol25 dataset describes one molecule with the formula C4H13N3O2. The level of theory is wB97M-V/def2-TZVPD.

Positions of all 22 atoms, in Å:
C: 1.70 0.46 -1.66
C: 1.21 0.79 -0.21
O: 2.27 0.63 0.65
N: 0.16 -0.15 0.02
N: -0.18 -0.27 1.57
N: 0.89 -0.77 2.24
C: -1.12 0.13 -0.57
C: -2.02 -1.07 -0.62
O: -1.83 1.25 0.01
H: 1.53 -0.58 -1.86
H: 2.75 0.79 -1.65
H: 0.93 1.11 -2.30
H: 1.00 1.91 -0.15
H: 2.28 -0.39 0.65
H: -0.44 0.66 1.77
H: 0.30 -1.67 2.60
H: 1.10 -0.18 3.03
H: -0.91 0.54 -1.61
H: -1.57 -1.79 0.04
H: -2.22 -1.52 -1.65
H: -3.04 -0.82 -0.18
H: -2.78 0.95 -0.10

Results
E_LUMO: 0.9 eV
HOMO-LUMO gap: 9.4668 eV

---

Stability, descending: ii), i), iii)

---

i) This record from the OMol25 dataset describes C25H19BaI2N7O11 as an isolated structure. The level of theory is wB97M-V/def2-TZVPD.

Positions of all 65 atoms, in Å:
Ba: 0.24 -0.85 -0.39
O: -1.68 3.54 -4.33
C: -0.56 3.10 -4.94
C: -0.24 3.64 -6.19
C: 0.92 3.26 -6.84
C: 1.78 2.35 -6.26
C: 1.46 1.80 -5.03
C: 0.29 2.14 -4.36
C: -0.03 1.49 -3.06
O: 0.67 0.46 -2.70
N: -0.99 2.04 -2.37
N: -1.27 1.44 -1.14
C: -2.29 1.99 -0.58
C: -2.88 1.71 0.72
C: -3.98 2.50 1.07
C: -4.62 2.40 2.29
C: -4.12 1.48 3.22
C: -3.05 0.67 2.91
C: -2.40 0.72 1.64
O: -1.45 -0.09 1.38
H: -1.66 3.13 -3.42
H: -0.92 4.37 -6.62
H: 1.15 3.70 -7.81
H: 2.70 2.06 -6.76
H: 2.11 1.08 -4.56
H: -2.78 2.80 -1.13
H: -4.32 3.23 0.35
H: -5.46 3.03 2.53
H: -4.59 1.40 4.20
H: -2.65 -0.03 3.63
O: 1.65 -3.08 2.28
C: 2.33 -2.51 1.39
O: 2.14 -2.59 0.15
C: 3.45 -1.60 1.84
C: 4.40 -2.05 2.71
C: 5.46 -1.21 3.11
C: 5.54 0.08 2.64
C: 4.59 0.55 1.76
C: 3.45 -0.23 1.33
O: 2.51 0.22 0.65
N: 4.77 1.91 1.29
O: 4.37 2.20 0.18
O: 5.35 2.70 2.03
N: 6.46 -1.70 4.01
O: 6.37 -2.85 4.42
O: 7.38 -0.96 4.34
H: 4.33 -3.05 3.10
H: 6.35 0.73 2.95
I: 0.75 -1.60 -4.02
I: 0.84 -3.99 -5.37
C: -3.77 -2.84 3.03
N: -3.15 -2.87 1.74
C: -3.75 -2.25 0.58
C: -2.60 -2.31 -0.42
O: -2.60 -1.80 -1.53
N: -1.54 -2.96 0.15
C: -1.86 -3.17 1.43
N: -0.99 -3.67 2.30
H: -4.56 -3.59 3.11
H: -4.19 -1.85 3.22
H: -3.04 -3.04 3.82
H: -4.03 -1.21 0.77
H: -4.62 -2.80 0.21
H: 0.03 -3.57 2.09
H: -1.21 -3.59 3.28

Results
E_LUMO: 3.4 eV
HOMO-LUMO gap: 6.4650 eV
net charge: -2

---

ii) This record from the OMol25 dataset describes C25H19BaI2N7O11 as an isolated structure. The level of theory is wB97M-V/def2-TZVPD.

Positions of all 65 atoms, in Å:
Ba: -0.17 -0.63 1.70
O: -3.49 0.31 -3.06
C: -4.22 -0.52 -2.30
C: -5.31 -1.20 -2.86
C: -6.07 -2.07 -2.10
C: -5.77 -2.27 -0.75
C: -4.68 -1.60 -0.19
C: -3.89 -0.74 -0.94
C: -2.70 -0.06 -0.30
O: -2.23 -0.50 0.81
N: -2.23 0.93 -1.04
N: -1.13 1.72 -0.62
C: -1.10 2.12 0.59
C: -0.05 2.97 1.20
C: 0.36 4.20 0.70
C: 1.26 5.00 1.40
C: 1.75 4.53 2.62
C: 1.37 3.30 3.14
C: 0.47 2.47 2.43
O: 0.13 1.29 2.82
H: -2.84 0.76 -2.38
H: -5.54 -1.01 -3.91
H: -6.90 -2.59 -2.55
H: -6.37 -2.94 -0.14
H: -4.42 -1.73 0.85
H: -1.89 1.83 1.30
H: -0.05 4.54 -0.25
H: 1.56 5.96 1.01
H: 2.45 5.15 3.19
H: 1.77 2.94 4.08
O: 1.83 -1.48 2.21
C: 2.51 -0.48 2.53
O: 2.45 0.07 3.70
C: 3.44 0.10 1.51
C: 4.77 0.18 1.77
C: 5.65 0.58 0.75
C: 5.19 0.84 -0.51
C: 3.83 0.77 -0.80
C: 2.85 0.44 0.22
O: 1.61 0.43 0.07
N: 3.45 1.05 -2.19
O: 2.27 0.92 -2.51
O: 4.32 1.33 -3.00
N: 7.08 0.67 1.02
O: 7.83 1.03 0.12
O: 7.47 0.41 2.14
H: 5.16 -0.07 2.75
H: 5.88 1.10 -1.30
I: 0.74 -0.87 4.81
I: -1.02 -1.98 6.89
C: -1.92 -3.00 -3.16
N: -1.45 -2.64 -1.84
C: -1.76 -3.42 -0.64
C: -0.82 -2.78 0.37
O: -0.82 -2.99 1.59
N: -0.01 -1.89 -0.27
C: -0.46 -1.77 -1.53
N: 0.07 -0.88 -2.38
H: -1.77 -4.07 -3.33
H: -1.34 -2.46 -3.92
H: -2.97 -2.76 -3.29
H: -1.53 -4.48 -0.77
H: -2.80 -3.31 -0.33
H: 0.69 -0.18 -1.96
H: -0.49 -0.58 -3.16

Results
E_LUMO: 3.8 eV
HOMO-LUMO gap: 6.2522 eV
net charge: -2

---

Stability, descending: i), ii)

---

i) This record from the OMol25 dataset describes C13H52O13 as an isolated structure. The level of theory is wB97M-V/def2-TZVPD.

Positions of all 78 atoms, in Å:
C: -2.87 1.61 2.78
O: -3.79 2.81 2.84
H: -2.02 1.70 2.09
H: -3.23 0.76 2.31
H: -2.73 1.21 3.61
H: -4.50 2.43 3.46
C: 2.09 -0.19 -3.71
O: 1.56 -0.81 -2.50
H: 1.54 0.81 -3.92
H: 1.87 -0.77 -4.53
H: 3.04 -0.16 -3.60
H: 0.53 -0.92 -2.72
C: 1.64 2.42 2.66
O: 2.75 2.65 3.44
H: 0.66 2.50 3.11
H: 1.68 1.38 2.16
H: 1.49 3.19 1.91
H: 3.56 2.34 3.05
C: 0.55 2.68 -1.66
O: 0.56 3.93 -1.04
H: -0.15 2.62 -2.62
H: 0.24 2.01 -1.01
H: 1.61 2.64 -1.94
H: -0.42 4.18 -0.75
C: -3.56 1.79 0.57
O: -3.61 3.16 0.85
H: -2.58 1.53 0.78
H: -3.69 1.77 -0.50
H: -4.44 1.39 1.03
H: -3.58 3.15 1.86
C: -4.09 0.27 -0.55
O: -3.94 -0.93 0.22
H: -4.84 0.82 -0.33
H: -4.16 -0.21 -1.55
H: -3.18 0.89 -0.50
H: -3.50 -1.55 -0.23
C: 0.92 -4.05 -0.75
O: 1.96 -4.83 -0.14
H: 0.18 -3.70 -0.11
H: 0.59 -4.72 -1.59
H: 1.22 -3.12 -1.05
H: 1.61 -5.49 0.39
C: 4.62 1.98 -1.37
O: 4.83 3.17 -2.10
H: 3.39 1.54 -1.07
H: 5.33 2.01 -0.50
H: 5.06 1.06 -1.78
H: 4.15 3.47 -2.66
C: 0.19 0.24 0.03
O: 1.50 0.41 0.64
H: -0.68 0.78 0.41
H: -0.05 -0.89 -0.22
H: 0.29 0.78 -0.82
H: 2.20 0.71 0.09
C: -1.73 -3.59 0.54
O: -2.15 -2.77 -0.49
H: -2.22 -3.26 1.59
H: -0.59 -3.66 0.57
H: -2.17 -4.80 0.19
H: -1.88 -2.94 -1.37
C: 1.88 -2.11 2.82
O: 1.03 -0.96 3.04
H: 2.90 -2.00 3.06
H: 1.96 -2.45 1.79
H: 1.42 -3.11 3.16
H: 0.95 -0.58 2.03
C: 2.57 -0.88 1.26
O: 1.49 -0.79 0.47
H: 2.41 -0.95 2.30
H: 3.41 -0.08 1.16
H: 3.31 -1.60 0.93
H: 1.64 -0.76 -0.59
C: -2.07 -0.99 -2.17
O: -1.23 -0.32 -2.96
H: -1.68 -1.89 -2.06
H: -2.99 -1.11 -2.68
H: -2.43 -0.39 -1.25
H: -1.62 -0.43 -3.83

Results
E_LUMO: -0.1 eV
HOMO-LUMO gap: 3.9511 eV

---

ii) This record from the OMol25 dataset describes a 13-piece molecular cluster, C13H52O13 overall. The level of theory is wB97M-V/def2-TZVPD.

Positions of all 78 atoms, in Å:
C: -0.65 -2.99 -2.74
O: -0.18 -2.44 -1.53
H: -1.07 -3.98 -2.52
H: -1.41 -2.35 -3.20
H: 0.18 -3.25 -3.40
H: 0.70 -2.06 -1.64
C: -3.39 1.06 -1.07
O: -2.69 0.04 -1.78
H: -4.30 0.62 -0.66
H: -2.81 1.46 -0.23
H: -3.69 1.85 -1.75
H: -2.82 -0.79 -1.31
C: -0.30 1.07 1.12
O: -0.77 -0.19 0.68
H: 0.73 1.01 1.48
H: -0.38 1.85 0.36
H: -0.93 1.32 1.97
H: -0.21 -0.44 -0.07
C: -1.04 5.24 1.84
O: -0.42 4.04 1.41
H: -1.76 5.05 2.64
H: -0.29 5.98 2.13
H: -1.61 5.72 1.04
H: -0.03 3.67 2.21
C: -0.45 -3.89 1.78
O: 0.08 -3.40 3.00
H: -1.44 -4.30 1.95
H: -0.55 -3.11 1.04
H: 0.13 -4.65 1.25
H: 1.03 -3.35 2.89
C: 0.41 1.83 4.55
O: 0.68 3.01 3.80
H: -0.66 1.67 4.71
H: 0.77 0.91 4.10
H: 0.88 1.87 5.53
H: 1.33 3.49 4.31
C: 2.87 2.97 0.95
O: 4.22 2.77 0.51
H: 2.69 3.98 1.33
H: 2.18 2.83 0.11
H: 2.64 2.25 1.73
H: 4.48 3.59 0.08
O: -0.84 3.72 -1.34
H: -0.64 3.80 -0.39
H: -0.67 2.78 -1.53
O: -1.09 -0.98 3.66
H: -1.17 -0.64 2.76
H: -0.77 -1.89 3.54
O: 2.87 0.75 -0.19
H: 3.43 1.45 -0.54
H: 3.28 0.49 0.64
C: -0.11 0.15 -4.52
C: 0.59 0.38 -3.18
O: -0.25 1.17 -2.34
H: -1.06 -0.38 -4.45
H: 0.56 -0.43 -5.16
H: -0.27 1.14 -4.93
H: 1.49 0.98 -3.35
H: 0.90 -0.57 -2.74
H: -1.11 0.70 -2.32
C: 3.51 -3.12 -3.16
C: 3.62 -2.21 -1.99
O: 2.43 -1.46 -1.86
H: 2.99 -2.67 -4.00
H: 2.85 -3.96 -2.92
H: 4.44 -3.57 -3.51
H: 4.45 -1.50 -2.15
H: 3.92 -2.64 -1.02
H: 2.54 -0.75 -1.21
C: -3.92 -2.45 1.67
C: -2.59 -2.11 0.98
O: -2.75 -2.36 -0.42
H: -4.65 -1.65 1.54
H: -3.79 -2.51 2.75
H: -4.32 -3.40 1.31
H: -1.78 -2.70 1.44
H: -2.36 -1.07 1.16
H: -1.86 -2.45 -0.81

Results
E_LUMO: 0.0 eV
HOMO-LUMO gap: 9.4853 eV

---

iii) This record from the OMol25 dataset describes a 13-piece molecular cluster, C13H52O13 overall. The level of theory is wB97M-V/def2-TZVPD.

Positions of all 78 atoms, in Å:
C: 0.09 0.23 -0.24
O: -1.13 0.38 0.46
H: 0.04 -0.54 -1.01
H: 0.42 1.13 -0.76
H: 0.88 -0.05 0.47
H: -1.57 -0.47 0.58
C: 2.72 -1.24 -2.60
O: 1.59 -0.54 -3.04
H: 2.43 -2.20 -2.18
H: 3.40 -1.45 -3.43
H: 3.32 -0.73 -1.84
H: 1.77 0.41 -3.18
C: 4.72 -0.92 2.68
O: 3.90 -0.25 1.73
H: 4.27 -1.84 3.05
H: 5.71 -1.25 2.34
H: 4.85 -0.19 3.48
H: 3.47 -0.93 1.17
C: 1.59 2.33 -4.71
O: 1.76 2.19 -3.31
H: 2.18 3.18 -5.06
H: 2.01 1.46 -5.20
H: 0.54 2.44 -5.00
H: 1.28 2.89 -2.83
C: -0.75 4.96 -3.02
O: -0.10 3.92 -2.32
H: -0.15 5.19 -3.90
H: -1.74 4.68 -3.39
H: -0.88 5.83 -2.38
H: -0.58 3.68 -1.49
C: 0.95 -0.28 3.85
O: 0.93 -1.66 4.22
H: 1.69 0.27 4.41
H: 1.25 -0.19 2.80
H: -0.05 0.15 3.94
H: 1.78 -1.87 4.62
C: -2.79 3.25 -0.01
O: -1.37 3.20 0.02
H: -3.11 4.18 -0.47
H: -3.19 2.39 -0.54
H: -3.17 3.23 1.02
H: -1.10 2.34 0.38
C: -2.88 -0.35 3.76
O: -4.26 -0.07 3.54
H: -2.52 0.02 4.72
H: -2.64 -1.42 3.73
H: -2.27 0.15 3.01
H: -4.77 -0.79 3.92
C: 1.72 -3.30 1.30
O: 2.84 -2.68 0.68
H: 1.95 -3.74 2.27
H: 1.01 -2.50 1.47
H: 1.17 -4.03 0.69
H: 3.54 -3.33 0.56
C: -0.33 -3.91 -1.77
O: -1.15 -2.75 -2.03
H: -0.63 -4.40 -0.85
H: -0.50 -4.59 -2.62
H: 0.74 -3.70 -1.75
H: -0.88 -2.47 -2.91
C: 3.58 2.19 -0.46
O: 3.72 2.34 0.92
H: 3.49 3.12 -1.02
H: 4.50 1.76 -0.90
H: 2.74 1.55 -0.74
H: 3.75 1.44 1.30
C: -4.92 0.30 0.11
O: -5.04 1.24 1.15
H: -3.89 -0.05 0.03
H: -5.59 -0.55 0.26
H: -5.25 0.75 -0.83
H: -4.82 0.81 2.00
C: -3.67 -3.19 0.31
O: -2.53 -2.38 0.30
H: -4.24 -2.97 1.22
H: -4.35 -2.98 -0.53
H: -3.44 -4.26 0.33
H: -2.00 -2.55 -0.50

Results
E_LUMO: 0.3 eV
HOMO-LUMO gap: 9.4585 eV

---

Stability, descending: ii), iii), i)

---

i) This record from the OMol25 dataset describes a 2-piece molecular cluster, C2H3NOS3 overall. The level of theory is wB97M-V/def2-TZVPD.

Positions of all 10 atoms, in Å:
S: 1.96 1.14 -1.48
C: 1.17 0.00 -0.58
C: 0.69 0.19 0.74
N: 0.19 -0.82 1.34
O: 0.15 -1.91 0.62
S: 0.82 -1.73 -0.92
H: 0.95 1.13 1.26
S: -2.01 0.91 -0.88
H: -2.53 -0.35 -0.31
H: -1.40 1.44 0.21

Results
E_LUMO (spin up / spin down): -1.1 / -1.1 eV
HOMO-LUMO gap (spin up / spin down): 8.0109 / 8.0101 eV

---

ii) This record from the OMol25 dataset describes one molecule with the formula C2H3NOS3. The level of theory is wB97M-V/def2-TZVPD.

Positions of all 10 atoms, in Å:
S: 0.68 -1.20 -1.48
C: -0.08 -0.26 -0.22
C: 0.55 0.40 0.75
S: 2.25 0.31 1.27
S: -0.49 1.60 1.51
O: -1.75 0.52 1.11
N: -1.46 -0.10 -0.18
H: -0.57 -1.33 -1.99
H: 2.83 -0.24 0.23
H: -1.96 0.30 -0.99

Results
E_LUMO: 0.0 eV
HOMO-LUMO gap: 7.7345 eV

---

Stability, descending: i), ii)